# 1
Here is a cluster of 8 separate species, C5H25NO8 in total in a non-equilibrium geometry from the OMol25 dataset. Energies are from the ωB97M-V functional and the def2-TZVPD basis.

Properties
E	-23462.1987	eV
HOMO level	-10.0	eV
relative energy (zero: lowest compared OMol25 entry of this formula, charge and spin)	36.5	kJ/mol
HOMO-LUMO gap	10.35	eV
SMILES	CC(C)N(C)C=O.O.O.O.O.O.O.O

```
! RIJCOSX wB97M-V def2-TZVPD def2/J DEFGRID3
* xyz 0 1
O 0.136 -1.040 0.051
O 1.155 -0.003 -3.626
O -2.834 -1.162 -1.496
O 0.501 2.339 -2.391
O 2.714 2.354 -0.830
O -2.021 -2.556 0.642
O 2.537 -0.963 -1.154
O -0.437 -1.929 -2.462
N -0.444 0.943 1.022
C -0.288 0.143 -0.029
C 1.297 0.183 2.605
C -0.188 0.544 2.437
C -1.075 -0.603 2.884
C -1.015 2.278 0.815
H 0.663 1.569 -2.992
H 2.967 1.476 -1.105
H 1.635 -0.631 1.963
H -1.099 -0.680 3.997
H 2.073 2.195 -0.124
H -1.197 -2.044 0.600
H -1.396 -1.725 -2.428
H 1.972 1.031 2.367
H 3.058 -1.769 -0.983
H -1.731 -3.433 0.399
H -0.190 -1.764 -1.535
H -2.723 -1.669 -0.653
H -1.046 2.575 -0.245
H -0.449 3.022 1.318
H 1.379 2.577 -2.023
H 1.438 -0.184 3.628
H 1.626 -1.089 -0.751
H 0.517 -0.680 -3.283
H -0.409 1.447 3.028
H -3.703 -1.413 -1.819
H -2.102 -0.443 2.512
H -0.718 -1.548 2.571
H -2.034 2.338 1.229
H -0.502 0.550 -1.046
H 1.933 -0.237 -3.093
*
```

---

# 2
Here is an isolated molecule of C7H10O in a non-equilibrium geometry from the OMol25 dataset. Energies are from the ωB97M-V functional and the def2-TZVPD basis.

Properties
E	-9462.7882	eV
HOMO level	-8.5	eV
relative energy (zero: lowest compared OMol25 entry of this formula, charge and spin)	556.9	kJ/mol
HOMO-LUMO gap	9.23	eV
SMILES	C[C@]12C=C[C@](O)(C1)C2

```
! RIJCOSX wB97M-V def2-TZVPD def2/J DEFGRID3
* xyz 0 1
O 2.552 0.932 -0.015
C -0.662 -0.220 0.044
C -0.004 -1.432 -0.210
C -2.105 0.146 0.211
C 0.162 0.674 -0.903
C 0.277 0.137 1.263
C 1.364 0.366 0.050
C 1.245 -1.248 -0.176
H 0.051 0.138 -1.899
H 2.160 -1.922 -0.367
H -2.411 1.316 0.021
H -2.555 -0.288 -0.786
H -0.040 1.031 1.707
H 2.600 1.902 -0.074
H -0.382 -2.401 -0.938
H 0.707 -0.398 2.138
H -2.811 -0.304 0.949
H -0.147 1.571 -1.016
*
```

---

# 3
Here is a cluster of 6 separate species, C25H38BClF6NO21PS in total from the OMol25 dataset. Energies are from the ωB97M-V functional and the def2-TZVPD basis.

Properties
E	-120659.9052	eV
HOMO level	-8.5	eV
HOMO-LUMO gap	8.85	eV
SMILES	CO[C@@H](S)[C@@](C[C@@H](O)CN)(O[C@@H](C[C@@H](C)F)B(O)O)P(O)Cl.O=C1OC[C@@H](F)O1.O=C1OC[C@@H](F)O1.O=C1OC[C@@H](F)O1.O=C1OC[C@@H](F)O1.O=C1OC[C@@H](F)O1

```
! RIJCOSX wB97M-V def2-TZVPD def2/J DEFGRID3
* xyz 0 1
Cl 1.941 0.871 -5.323
S 1.448 -0.811 0.341
P 0.967 1.441 -3.537
F -7.755 1.118 3.407
F -2.330 1.624 -1.913
F 0.827 -2.541 3.170
F 1.670 6.973 -3.649
F -5.151 0.504 5.938
F 12.287 -1.332 0.817
O 9.412 -1.728 -1.038
O 0.097 -1.066 -2.687
O -5.148 -2.503 4.257
O -0.362 -3.147 4.990
O -4.807 -0.345 3.874
O -6.580 1.025 -0.870
O 0.282 1.310 -0.896
O -2.233 -3.858 4.038
O -2.178 -3.563 6.267
O -4.313 -1.853 2.271
O -0.537 1.193 -4.061
O 7.875 -1.757 0.608
O -1.393 -3.657 -2.666
O 0.623 6.132 0.588
O 3.718 1.077 -2.819
O 1.495 6.736 -1.408
O 10.080 -1.734 1.082
O -6.852 0.828 1.364
O -1.461 -3.203 -0.333
O -7.563 2.663 0.330
O 0.094 5.018 -1.295
N 5.937 -0.620 -1.518
C 1.610 6.063 -2.648
C 3.794 -0.354 -2.641
C -3.568 0.199 -0.462
C -1.367 -3.484 2.966
C 2.421 -0.990 -2.862
C -1.090 -1.198 -1.868
C 0.199 2.023 0.317
C -8.021 2.762 1.679
C -1.648 -3.531 5.206
C 9.004 -1.738 0.249
C 0.342 5.232 -2.686
C -4.718 -1.599 3.356
C 1.332 0.397 -1.036
C 11.235 -2.020 0.318
C 1.190 -0.181 -2.443
C -3.121 0.480 -1.899
C -5.605 -0.409 5.045
C 0.719 5.979 -0.582
C -2.397 -0.702 -2.545
C 4.489 -0.639 -1.314
C -5.393 -1.839 5.502
C 10.829 -1.546 -1.066
C -7.125 1.761 2.382
C -0.014 -3.477 3.654
C -6.962 1.461 0.159
B -1.314 -2.751 -1.621
H 1.193 2.330 0.666
H -2.136 -3.882 -0.245
H 0.445 4.278 -3.197
H 4.198 -1.620 -0.939
H 2.283 0.940 -1.000
H 4.109 1.311 -3.663
H -9.062 2.443 1.737
H 1.108 -1.896 -0.356
H -7.919 3.781 2.039
H -0.310 1.460 1.105
H -6.617 -0.140 4.754
H -1.013 -0.701 -0.904
H 6.435 -0.820 -0.659
H -1.638 -2.490 2.607
H -0.634 0.366 -4.548
H -2.090 -3.501 -3.304
H 2.388 -1.939 -2.315
H -4.509 -1.919 6.138
H 4.173 0.127 -0.595
H 0.503 -4.439 3.653
H -4.647 0.298 -0.345
H -6.185 2.166 2.761
H 11.451 -3.087 0.390
H -3.154 -1.501 -2.499
H -0.373 2.922 0.094
H -3.101 0.936 0.195
H 4.469 -0.771 -3.397
H -3.249 -0.782 -0.101
H 11.059 -0.486 -1.182
H 2.282 -1.254 -3.908
H -3.992 0.712 -2.518
H 6.219 0.296 -1.846
H -1.444 -4.198 2.154
H -0.477 5.808 -3.118
H -2.223 -0.526 -3.608
H 2.534 5.483 -2.650
H 11.264 -2.116 -1.880
H -6.251 -2.284 5.997
*
```

---

# 4
Here is the ion C10H15N2S with charge +1 in a non-equilibrium geometry from the OMol25 dataset. Energies are from the ωB97M-V functional and the def2-TZVPD basis.

Properties
E	-24417.5678	eV
HOMO level	-12.9	eV
relative energy (zero: lowest compared OMol25 entry of this formula, charge and spin)	327.3	kJ/mol
HOMO-LUMO gap	8.47	eV

```
! RIJCOSX wB97M-V def2-TZVPD def2/J DEFGRID3
* xyz 1 1
S -0.306 -1.298 -0.586
N -0.563 -2.974 1.917
N -0.955 -1.831 1.937
C -1.101 0.498 1.454
C 0.727 0.418 -2.544
C 0.010 0.480 -1.222
C 2.029 -0.546 -2.414
C 0.984 0.765 -0.085
C -1.283 -0.919 0.873
C 2.373 -0.934 -1.177
C -2.430 1.286 1.162
C 1.517 -0.667 -0.030
C 0.172 1.217 1.150
H 0.075 2.312 0.879
H -2.711 1.237 0.168
H -1.112 0.346 2.528
H -0.827 1.117 -1.342
H -0.005 0.119 -3.303
H 3.219 -1.653 -0.910
H -2.337 -1.012 0.716
H 1.811 -1.248 0.999
H -0.363 -3.330 0.963
H 1.760 1.489 -0.348
H -3.202 0.916 1.891
H 1.010 1.424 -2.958
H 2.718 -0.797 -3.192
H -2.281 2.319 1.523
H 1.071 1.266 1.952
*
```

---

# 5
Here is a cluster of 2 separate species, H5N3O in total in a non-equilibrium geometry from the OMol25 dataset. Energies are from the ωB97M-V functional and the def2-TZVPD basis.

Properties
E	-6595.2401	eV
HOMO level	-9.0	eV
relative energy (zero: lowest compared OMol25 entry of this formula, charge and spin)	121.2	kJ/mol
HOMO-LUMO gap	10.07	eV
SMILES	[H]/N=N/[H].NO

```
! RIJCOSX wB97M-V def2-TZVPD def2/J DEFGRID3
* xyz 0 1
O 1.700 0.405 0.452
N 0.990 1.007 -0.671
N -1.724 -1.825 0.602
N -1.606 -0.642 0.252
H 0.464 1.811 -0.249
H 1.710 1.431 -1.296
H -1.681 -1.935 1.648
H -1.605 -0.487 -0.729
H 1.768 -0.532 0.119
*
```

---

# 6
Here is an isolated molecule of C2H5N3S2 in a non-equilibrium geometry from the OMol25 dataset. Energies are from the ωB97M-V functional and the def2-TZVPD basis.

Properties
E	-28291.9929	eV
HOMO level	-8.7	eV
relative energy (zero: lowest compared OMol25 entry of this formula, charge and spin)	451.0	kJ/mol
HOMO-LUMO gap	8.99	eV
SMILES	NN(C=S)/C=N\S

```
! RIJCOSX wB97M-V def2-TZVPD def2/J DEFGRID3
* xyz 0 1
S 1.040 1.741 0.184
S -2.187 0.136 -0.482
N -1.360 -0.573 0.809
N 1.564 -1.937 -0.215
N 0.854 -0.820 -0.170
C -0.140 -0.650 0.950
C 1.444 0.396 -0.499
H 1.596 -2.265 -1.274
H 2.170 0.482 -1.179
H 2.499 -2.016 -0.013
H -3.422 -0.120 -0.120
H 0.279 -1.289 1.696
*
```

---

# 7
Here is a structure of composition C8H14ClCu2N2O4 in a non-equilibrium geometry from the OMol25 dataset. Energies are from the ωB97M-V functional and the def2-TZVPD basis.

Properties
E	-121475.3267	eV
HOMO level	-12.6	eV
HOMO-LUMO gap	5.99	eV

```
! RIJCOSX wB97M-V def2-TZVPD def2/J DEFGRID3
* xyz 1 1
Cu 16.184 -11.145 8.183
Cu 20.269 -7.986 7.120
Cl 18.990 -10.594 5.602
O 18.886 -11.950 5.245
O 18.160 -10.244 6.724
O 20.331 -10.269 5.922
O 18.613 -9.792 4.492
N 15.381 -5.786 8.836
N 23.218 -11.821 2.116
C 22.092 -14.691 3.412
C 21.883 -13.290 3.771
C 15.222 -6.319 5.316
C 14.260 -6.197 6.466
C 14.880 -5.933 7.758
C 16.262 -7.445 5.568
C 22.569 -12.439 2.881
C 23.516 -15.138 3.908
H 16.666 -7.410 6.580
H 23.747 -16.197 3.792
H 13.683 -7.097 6.683
H 17.193 -7.445 5.002
H 15.835 -8.423 5.345
H 15.754 -5.368 5.369
H 21.863 -15.012 2.396
H 14.792 -6.350 4.315
H 24.288 -14.710 3.269
H 23.661 -14.976 4.976
H 13.581 -5.393 6.182
H 22.070 -13.136 4.834
H 20.838 -13.053 3.571
H 21.399 -15.312 3.979
*
```

---

# 8
Here is a structure of composition C28H16Cl5OPPd from the OMol25 dataset. Energies are from the ωB97M-V functional and the def2-TZVPD basis.

Properties
E	-106724.6860	eV
HOMO level	0.3	eV
relative energy (zero: lowest compared OMol25 entry of this formula, charge and spin)	14.7	kJ/mol
HOMO-LUMO gap	3.91	eV

```
! RIJCOSX wB97M-V def2-TZVPD def2/J DEFGRID3
* xyz -2 1
Pd -1.425 0.246 -0.783
Cl -6.963 -4.908 -0.188
Cl -6.888 -1.769 -0.344
Cl -1.611 -4.995 -1.195
Cl -4.168 -0.286 -0.944
Cl -4.303 -6.518 -0.621
P 1.016 0.322 -0.896
O -1.913 -2.106 -1.284
C 3.535 -0.630 0.375
C -0.995 5.110 -0.006
C 0.218 0.046 1.835
C -3.091 -4.121 -0.962
C 5.623 -0.861 -0.811
C -4.281 -4.776 -0.704
C 2.557 4.057 0.162
C 2.891 -0.136 -0.760
C -4.246 -2.009 -0.848
C -5.423 -2.678 -0.584
C 1.219 2.095 -0.374
C -0.319 -2.064 2.873
C 2.440 2.672 -0.112
C 4.879 -0.998 0.354
C 0.028 2.903 -0.337
C -2.338 3.149 -0.463
C -0.192 -0.680 2.943
C -2.219 4.534 -0.202
C 5.005 -0.362 -1.952
C -0.005 -2.713 1.685
C -1.259 2.278 -0.541
C 0.164 4.294 -0.066
C 0.527 -0.591 0.624
C -5.469 -4.074 -0.508
C -2.995 -2.688 -1.051
C 3.657 -0.022 -1.921
C 0.432 -1.985 0.585
C 1.449 4.849 0.178
H 1.527 5.911 0.396
H -3.341 2.758 -0.610
H 3.536 4.479 0.366
H 0.643 -2.504 -0.343
H -0.673 -2.628 3.728
H -0.445 -0.155 3.858
H 5.571 -0.248 -2.871
H 3.340 2.073 -0.116
H -0.123 -3.787 1.598
H 5.345 -1.390 1.252
H 6.669 -1.145 -0.832
H -0.890 6.170 0.207
H 2.974 -0.732 1.298
H -3.115 5.149 -0.153
H 3.171 0.340 -2.825
H 0.275 1.126 1.888
*
```

---

# 9
Here is a structure of composition C21H48FGaN12O11P in a non-equilibrium geometry from the OMol25 dataset. Energies are from the ωB97M-V functional and the def2-TZVPD basis.

Properties
E	-127351.8237	eV
HOMO level	-5.0	eV
HOMO-LUMO gap	7.01	eV

```
! RIJCOSX wB97M-V def2-TZVPD def2/J DEFGRID3
* xyz -1 1
Ga 0.660 1.113 -0.638
P 2.281 1.744 -2.254
F -1.217 2.651 -2.072
O 1.064 5.906 -3.117
O -1.682 -0.308 5.213
O 4.992 -9.641 -3.355
O 3.985 -4.537 -3.730
O -0.176 -1.588 0.168
O 1.678 2.972 -3.135
O -0.619 8.438 1.186
O 2.603 0.575 -3.111
O -3.963 -1.909 -2.828
O 3.637 2.240 -1.414
O 0.111 4.411 1.149
N -2.523 -3.464 -3.620
N 3.482 -3.251 -1.922
N 4.945 -7.383 -3.579
N 0.672 7.046 -1.204
N -2.529 9.664 1.266
N -4.594 -3.179 -4.602
N 1.092 8.178 -3.169
N 3.934 -2.279 -3.943
N -1.956 1.508 6.539
N -3.372 -0.307 6.726
N -2.570 7.380 1.594
N 4.489 -8.359 -1.549
C -1.487 0.354 -2.599
C 4.822 -8.532 -2.867
C 3.813 -3.423 -3.233
C -3.101 -1.646 0.505
C -1.175 -2.689 3.486
C -2.293 0.257 6.096
C 1.054 -0.862 -0.174
C 1.006 -3.515 3.087
C 0.949 6.971 -2.532
C -2.535 -1.330 1.920
C -2.377 0.207 2.173
C 2.203 -4.334 3.551
C -3.711 -2.789 -3.626
C -0.080 -3.408 3.937
C 0.963 -2.916 1.853
C -1.179 1.345 -1.460
C -1.826 8.491 1.339
C -0.155 3.210 1.157
C 0.905 2.158 1.143
C -1.232 -2.063 2.252
C -0.124 -2.173 1.397
H 1.298 8.156 -4.150
H -2.721 0.811 1.324
H -2.079 6.502 1.650
H 3.333 -2.351 -1.500
H 4.806 -6.462 -3.192
H -2.037 -2.632 4.149
H -1.852 -3.201 -2.919
H 1.557 3.747 -2.558
H -0.109 -3.876 4.919
H -2.008 10.499 1.079
H 1.822 -3.038 1.190
H -3.563 7.391 1.723
H -1.171 1.952 6.098
H 4.343 -7.462 -1.127
H 3.025 -4.345 2.827
H -4.404 -3.901 -5.269
H -2.443 0.686 -3.036
H -2.291 -4.191 -4.268
H 1.875 2.673 1.115
H -3.287 -1.682 2.641
H -1.302 0.401 2.302
H -0.703 0.409 -3.363
H -2.861 0.509 3.108
H -3.522 9.726 1.388
H 3.829 3.154 -1.677
H 1.867 -5.341 3.828
H 5.187 -7.469 -4.547
H 3.378 -4.075 -1.361
H 0.565 6.175 -0.708
H -3.648 -1.224 6.426
H -2.961 -0.748 -0.111
H 3.794 -1.359 -3.550
H 1.792 -0.849 0.634
H 0.881 1.503 2.024
H -1.638 -0.646 -2.177
H 4.172 -2.364 -4.913
H 2.603 -3.873 4.468
H -3.890 0.143 7.456
H -2.446 1.993 7.265
H 1.002 9.063 -2.709
H 4.387 -9.184 -0.990
H -2.563 -2.471 0.028
H -2.008 1.323 -0.738
H -4.181 -1.835 0.527
H 1.446 -1.301 -1.104
H 0.567 7.906 -0.696
H -1.232 2.925 1.129
H -5.476 -2.703 -4.635
*
```

---

# 10
Here is a cluster of 2 separate species, C4H12 in total in a non-equilibrium geometry from the OMol25 dataset. Energies are from the ωB97M-V functional and the def2-TZVPD basis.

Properties
E	-4341.1587	eV
HOMO level	-11.3	eV
relative energy (zero: lowest compared OMol25 entry of this formula, charge and spin)	132.1	kJ/mol
HOMO-LUMO gap	12.43	eV
SMILES	CC.CC

```
! RIJCOSX wB97M-V def2-TZVPD def2/J DEFGRID3
* xyz 0 1
C 1.725 0.383 1.109
C -2.297 -1.353 -0.854
C 1.335 1.848 1.177
C -0.842 -0.952 -1.525
H 1.205 -0.246 1.911
H -2.330 -2.363 -0.934
H 1.237 2.369 2.191
H 2.012 2.605 0.562
H 0.010 -1.650 -1.296
H 0.452 2.068 0.664
H -0.502 -0.074 -0.985
H -2.419 -1.138 0.266
H -3.048 -0.742 -1.337
H 2.745 0.203 1.379
H -0.905 -0.630 -2.539
H 1.622 -0.329 0.213
*
```

---

# 11
Here is a structure of composition C15H43LiO12 in a non-equilibrium geometry from the OMol25 dataset. Energies are from the ωB97M-V functional and the def2-TZVPD basis.

Properties
E	-41023.7133	eV
HOMO level	-7.3	eV
HOMO-LUMO gap	7.13	eV

```
! RIJCOSX wB97M-V def2-TZVPD def2/J DEFGRID3
* xyz 0 1
O 22.603 -24.539 6.516
O 23.588 -24.994 3.237
O 19.900 -26.415 2.562
O 19.016 -28.737 7.423
O 20.217 -24.830 4.931
O 16.948 -28.040 1.230
O 23.637 -22.317 2.433
O 24.951 -27.947 4.662
O 16.638 -25.793 2.935
O 24.249 -30.205 1.845
O 23.489 -28.521 -3.820
O 24.080 -28.453 -0.353
C 23.239 -27.863 -2.585
C 16.766 -27.091 3.521
C 24.491 -29.839 3.205
C 24.791 -28.347 3.305
C 24.847 -24.328 3.097
C 20.776 -28.350 1.328
C 18.959 -29.538 5.160
C 21.877 -25.752 6.421
C 23.188 -28.839 -1.398
C 20.410 -25.401 6.194
C 24.677 -23.241 2.085
C 18.167 -29.467 6.472
C 17.962 -30.812 7.148
C 16.257 -28.117 2.507
C 20.861 -27.419 2.532
Li 18.182 -26.303 1.537
H 22.370 -27.206 -2.591
H 17.358 -30.629 8.036
H 25.724 -28.223 2.753
H 16.541 -28.756 0.735
H 22.247 -26.315 5.553
H 18.849 -31.389 7.398
H 25.351 -30.428 3.537
H 17.363 -31.458 6.489
H 20.079 -24.669 6.931
H 16.452 -29.117 2.919
H 25.110 -23.911 4.080
H 23.942 -27.858 2.823
H 25.572 -22.608 2.018
H 16.260 -27.184 4.489
H 19.888 -28.984 1.367
H 17.244 -28.905 6.368
H 18.175 -29.802 4.441
H 22.180 -28.877 -0.978
H 19.853 -30.166 5.176
H 19.443 -28.628 4.790
H 19.860 -29.192 7.462
H 23.904 -29.094 0.358
H 25.609 -25.084 2.873
H 21.816 -26.874 2.425
H 24.074 -31.147 1.802
H 19.818 -26.311 6.358
H 17.791 -27.232 3.873
H 24.058 -27.181 -2.325
H 15.183 -28.107 2.305
H 23.505 -24.757 6.773
H 20.208 -25.460 4.187
H 25.890 -27.770 4.760
H 24.444 -28.478 -3.915
H 23.614 -30.067 3.818
H 23.735 -25.777 3.776
H 20.960 -28.021 3.454
H 21.682 -28.966 1.309
H 15.694 -25.603 2.959
H 24.502 -23.621 1.075
H 23.413 -29.853 -1.739
H 24.026 -21.462 2.601
H 20.867 -27.733 0.431
H 21.925 -26.439 7.278
*
```